(1)
Computed, not measured: 10 unconnected molecules or ions with the total composition C26H75N3O17, with wB97M-V/def2-TZVPD.

Geometry as XYZ:
```
121
Properties=species:S:1:pos:R:3:forces:R:3
C 12.214314 8.713805 12.484670 0.000 -0.381 0.699
O 10.793494 8.766715 12.467346 0.625 -0.151 -0.207
C 10.094487 7.700165 13.065209 -0.532 -0.269 0.838
C 9.231896 8.265232 14.199562 0.228 0.229 0.760
C 10.104666 8.913559 15.284747 -0.662 0.602 -1.174
N 8.353104 7.250280 14.753441 1.977 -1.202 -1.943
H 12.599234 9.241485 13.389685 0.054 -0.801 -0.552
H 12.534751 9.207385 11.607135 0.351 1.113 -0.908
H 12.623408 7.700404 12.286510 -0.404 0.245 0.873
H 9.329813 7.397829 12.347085 0.495 -0.825 -0.352
H 10.790267 6.892585 13.421814 -0.756 0.555 -0.492
H 8.593638 8.964707 13.693960 -0.040 1.173 -0.217
H 10.791127 9.690739 14.881201 -0.323 -0.758 0.120
H 10.628342 8.096485 15.741867 0.512 -0.146 0.613
H 9.453143 9.437117 15.971778 -0.039 -0.067 0.536
H 7.868857 7.317489 15.584950 -0.818 0.798 1.791
H 7.838583 6.764413 14.050927 -0.398 -0.212 -0.210
C 8.786608 14.893134 12.740178 -1.437 1.012 1.128
O 9.087093 16.199378 13.294165 -0.217 -0.260 -0.893
C 10.392998 16.677315 13.007486 0.167 -0.780 0.421
C 10.608512 17.417308 11.680259 -2.522 -2.206 1.369
C 12.017671 17.605900 11.398290 1.365 1.967 -1.294
N 9.833966 18.619068 11.692817 3.057 2.294 -1.482
H 8.269228 14.358460 13.557735 0.403 -0.037 -0.328
H 9.676663 14.394279 12.446761 0.749 -0.506 -0.323
H 8.045845 14.932531 11.922713 0.514 0.267 0.025
H 10.619315 17.332270 13.823673 0.145 0.850 0.552
H 11.083690 15.853041 13.145345 0.374 -0.477 -0.375
H 10.181823 16.738667 10.929223 -0.093 0.173 -0.111
H 12.281097 18.596366 11.787493 0.421 -0.110 0.093
H 12.144411 17.689812 10.305513 0.303 -0.126 0.417
H 12.688789 16.880597 11.810957 0.235 -0.573 0.162
H 10.212878 19.378774 12.274434 0.158 -0.689 -0.367
H 8.957379 18.470552 12.007730 -3.573 -0.817 1.082
C 18.872481 15.622989 19.911845 -0.580 2.448 -2.122
O 17.621924 15.180678 20.297566 -0.411 -0.506 0.041
C 16.689976 15.075499 19.218570 0.669 0.137 1.383
C 15.428827 14.651926 19.904983 -0.959 -0.975 -1.772
C 15.552655 13.383278 20.736708 -0.774 1.411 2.400
N 14.353742 14.550777 18.872014 -1.073 0.116 0.623
H 19.579319 15.550673 20.699092 0.472 -0.129 0.792
H 18.783651 16.730211 19.556787 0.359 -1.386 0.717
H 19.217550 15.111619 19.017601 0.315 -0.438 -0.074
H 16.627270 16.050236 18.717106 -0.267 -0.153 -0.119
H 16.959533 14.300356 18.536907 0.716 -0.562 -0.867
H 15.233314 15.486313 20.505358 -0.943 1.073 1.286
H 15.941875 12.579247 20.170412 0.532 -0.914 -0.503
H 14.528915 13.085177 21.138215 1.187 0.358 -0.580
H 16.187443 13.638185 21.653385 -0.668 -0.698 -1.319
H 14.598070 14.083719 18.002047 0.542 -0.229 0.403
H 13.548912 14.017421 19.252631 0.704 0.499 -0.242
O 14.440960 12.858009 16.140827 -0.904 0.006 0.721
C 13.291783 13.617712 15.759349 1.041 1.629 -0.218
C 13.691798 15.153751 15.601319 -1.879 -2.964 -1.780
O 14.552200 15.253664 14.476954 0.675 1.587 0.376
H 15.201487 12.947574 15.551645 0.235 0.117 -0.653
H 12.910807 13.237695 14.816222 -0.374 0.051 -0.170
H 12.532790 13.507198 16.551725 0.312 0.015 -0.304
H 14.125654 15.391461 16.512553 1.037 1.058 1.499
H 12.788135 15.714781 15.386460 -0.268 0.266 0.335
H 14.911298 16.189805 14.520195 -0.311 -1.346 -0.036
O 17.914531 13.957240 12.867936 0.890 -0.164 0.114
C 17.768662 15.029506 13.793792 -0.506 1.100 -0.493
C 19.131513 15.442139 14.334494 -0.198 -0.062 0.359
O 19.662053 14.381743 15.087700 0.843 -2.381 -0.700
H 17.136820 13.996879 12.314128 -0.550 -0.275 -0.366
H 17.323359 15.882487 13.252729 0.139 -0.027 0.185
H 17.017948 14.716252 14.532800 0.574 0.297 0.374
H 19.077522 16.232917 15.105268 -0.430 0.000 -0.682
H 19.819309 15.801000 13.526264 -0.566 -0.436 0.398
H 19.717285 13.527640 14.549485 -0.180 1.948 0.858
O 15.524821 17.723300 15.663083 -0.373 1.465 0.920
C 15.032733 18.332289 16.909557 1.683 -1.403 1.020
C 14.007313 19.359478 16.686619 -2.816 0.159 -0.828
O 14.486987 20.525529 16.055226 1.945 0.048 1.213
H 15.796636 18.552886 15.242140 0.287 -0.470 -0.671
H 14.675127 17.529538 17.567244 -0.319 0.213 -0.523
H 15.890227 18.749047 17.496552 -0.348 -0.033 -0.742
H 13.576836 19.713214 17.626624 0.066 -0.506 0.191
H 13.147229 18.909017 16.084679 0.976 0.442 0.707
H 14.098479 20.756591 15.244489 -1.046 -0.003 -1.466
O 13.944735 10.019179 15.324411 -1.003 -0.840 -1.294
C 14.489706 9.271743 16.343903 -1.337 -0.691 2.077
C 13.909698 9.654654 17.728677 1.002 -1.630 -0.337
O 14.234334 10.960471 18.096593 0.262 -0.719 1.318
H 14.249657 10.898526 15.438825 0.436 1.646 0.175
H 14.294933 8.217474 16.218293 -0.521 -0.409 -0.459
H 15.536598 9.315940 16.377256 1.802 0.544 0.056
H 14.386894 8.926967 18.432093 -0.289 0.786 -0.158
H 12.839101 9.433697 17.757954 -0.169 0.251 -0.112
H 13.910891 11.543974 17.432395 -0.167 0.931 -0.870
O 11.796679 13.641129 11.474452 2.084 -0.519 -0.464
C 11.725475 12.211882 11.327597 -1.506 -0.219 0.250
C 10.312073 11.878891 10.793786 0.019 0.813 -0.854
O 10.118105 10.534001 10.538735 0.280 -1.781 0.387
H 12.761995 13.857436 11.357910 -1.361 0.007 0.279
H 12.446999 11.742910 10.652267 0.071 0.561 -0.308
H 11.909099 11.715470 12.297380 -0.362 0.170 -0.121
H 10.154803 12.333604 9.787370 0.495 0.168 0.677
H 9.493234 12.310109 11.391213 0.405 -0.081 0.423
H 10.379174 9.907620 11.269018 -0.496 0.974 -0.490
O 11.070477 14.943480 19.806810 -0.817 1.226 -0.054
C 10.446591 16.150996 19.265654 -0.501 -1.803 -2.868
C 11.367411 16.495673 18.083062 0.223 -1.992 0.770
O 12.607224 16.936668 18.558605 1.255 -0.673 -0.179
H 10.676314 14.818225 20.669270 0.008 -0.275 0.325
H 9.417772 15.905435 18.795298 1.306 0.287 1.033
H 10.371653 16.963165 19.944739 0.031 0.555 0.887
H 10.969099 17.118648 17.321216 -0.571 1.315 -0.204
H 11.465363 15.538170 17.524758 0.134 0.157 0.347
H 13.231088 16.139406 18.662685 -0.906 0.968 -0.013
O 16.349285 12.192300 14.328973 -1.844 -1.519 1.049
C 15.771866 11.387857 13.262110 2.157 1.054 -0.023
C 14.606504 12.128877 12.666098 0.127 0.924 -0.072
O 15.055585 13.501849 12.415885 -0.408 -1.498 -1.151
H 17.080497 12.598263 13.909618 1.390 1.197 -0.435
H 16.622724 11.435953 12.545246 -0.887 -0.786 -0.237
H 15.612421 10.374885 13.629854 -0.312 0.143 -0.254
H 13.736997 12.134715 13.346387 0.333 -0.050 -0.351
H 14.325359 11.684400 11.695385 0.052 0.157 0.507
H 14.684758 14.102237 13.060161 -0.187 0.386 0.807
```
Forces are in eV/Å.

Summary:
Kohn-Sham gap	0.331	Ha
E_LUMO	0.009	Ha
structure (SMILES)	COC[C@H](C)N.COC[C@H](C)N.COC[C@H](C)N.OCCO.OCCO.OCCO.OCCO.OCCO.OCCO.OCCO


(2)
Computed, not measured: C8H9BrN2 in the gas phase, with wB97M-V/def2-TZVPD.

Geometry as XYZ:
```
20
Properties=species:S:1:pos:R:3:forces:R:3
C -3.127914 -0.550221 0.525229 -3.280 0.466 -2.364
C -2.292003 -0.792756 -0.609940 1.212 0.164 3.141
C -2.712145 -0.155392 1.759914 1.417 0.111 -0.467
C -0.933718 -0.718416 -0.272421 0.854 0.204 -0.788
C -0.633026 -0.282096 0.996265 3.929 0.305 -0.035
C 1.471299 -1.115383 -0.429120 -0.576 -0.360 3.019
C 1.499926 0.002108 0.673025 -2.722 -0.966 0.719
C 1.749543 1.460129 0.362922 -1.238 1.418 -1.399
N -1.389116 -0.040343 1.993903 0.535 0.627 0.255
N 0.217313 -0.922932 -1.092333 -2.248 0.201 -1.516
Br 2.463178 -0.546743 2.250214 -0.077 -0.013 -0.129
H -4.266457 -0.467512 0.343131 1.939 -0.437 0.228
H -2.633901 -1.013992 -1.579891 -0.561 -0.263 -0.916
H -3.328453 0.268992 2.512707 -0.778 -0.294 0.540
H 2.336367 -1.281510 -1.077074 -0.238 0.768 -0.213
H 1.359426 -2.066118 0.151205 0.573 0.530 -0.079
H 2.811505 1.750335 0.318944 -0.193 -0.388 0.469
H 1.187187 2.228528 1.074415 1.117 -1.863 -1.547
H 1.436364 1.608757 -0.747037 -0.022 0.022 1.873
H -0.024963 -1.696635 -1.679186 0.357 -0.235 -0.790
```
Forces are in eV/Å.

Summary:
Kohn-Sham gap	0.342	Ha
E_LUMO	0.030	Ha


(3)
Computed, not measured: a molecular structure, C24H24BrCl2N2O3PdSSi, with wB97M-V/def2-TZVPD.

Geometry as XYZ:
```
59
Properties=species:S:1:pos:R:3:forces:R:3
Pd -0.102662 0.705725 -0.765600 -0.127 -0.144 -0.241
C -1.173875 3.682318 1.426690 -0.022 0.029 0.002
Si -1.856471 3.094626 -0.217009 0.047 0.233 0.101
C -3.567175 3.810448 -0.516661 -0.001 0.007 -0.004
C -0.752950 3.710099 -1.599531 0.016 -0.028 0.011
N -1.873140 1.361455 -0.292385 0.101 -0.101 0.013
C -2.755750 0.527560 0.377032 0.028 -0.102 0.040
C -3.658341 0.975621 1.344039 -0.016 0.055 0.012
C -4.564471 0.120983 1.954341 -0.017 -0.005 -0.003
C -4.571838 -1.222950 1.624632 0.019 -0.004 -0.012
C -3.672100 -1.711701 0.683781 -0.007 0.016 -0.018
C -2.776306 -0.851816 0.072718 -0.038 -0.008 0.090
O -1.849818 -1.266792 -0.845824 -0.011 -0.001 -0.073
C -1.742693 -2.632753 -1.105518 -0.019 -0.019 -0.002
C -2.514809 -3.186821 -2.113383 0.026 0.011 0.007
C -2.373189 -4.537893 -2.391854 0.009 -0.030 0.007
C -1.470239 -5.309363 -1.668443 -0.013 0.034 -0.001
C -0.703198 -4.731789 -0.666268 -0.037 -0.006 -0.055
C -0.840944 -3.381231 -0.376126 0.012 0.042 0.028
H -0.985027 4.758575 1.428456 -0.008 0.006 -0.005
H -0.229240 3.176100 1.638210 0.007 -0.001 -0.003
H -1.860804 3.455245 2.244810 0.018 0.009 0.019
H -3.462396 4.852514 -0.830337 -0.016 0.010 0.003
H -4.209117 3.788816 0.364316 0.001 0.001 -0.011
H -4.075884 3.270056 -1.317832 0.004 -0.006 -0.002
H -0.652412 4.797249 -1.536324 0.004 0.010 -0.013
H -1.181235 3.463325 -2.573581 0.009 0.002 -0.012
H 0.257921 3.293447 -1.553406 -0.017 0.011 0.006
H -3.642327 2.021931 1.624753 0.003 -0.062 -0.004
H -5.249899 0.507340 2.697935 0.000 -0.001 0.000
H -5.261211 -1.903917 2.106358 -0.001 -0.005 0.001
H -3.655391 -2.763324 0.433199 -0.007 0.004 0.013
H -3.206929 -2.560553 -2.662020 0.003 0.002 -0.001
H -2.964801 -4.987404 -3.179975 0.005 0.000 -0.002
H -1.352249 -6.360203 -1.900029 -0.001 -0.004 0.001
H 0.025474 -5.312479 -0.118177 0.013 0.020 0.021
H -0.240611 -2.920871 0.399602 0.015 -0.029 -0.006
Br 4.659417 0.967180 -1.987931 0.017 -0.003 -0.005
C 4.668137 -0.100468 -0.413677 -0.002 -0.015 -0.011
C 5.899425 -0.551458 0.027748 -0.005 0.000 -0.008
C 5.972395 -1.329677 1.173765 0.015 0.002 0.002
C 4.824648 -1.639455 1.882698 -0.067 -0.018 -0.014
C 3.599592 -1.166146 1.446309 -0.032 -0.025 0.072
C 3.505405 -0.401953 0.288061 -0.064 0.059 -0.084
C 2.147135 0.026843 -0.128507 -0.179 0.047 -0.454
O 1.306333 0.378386 0.762960 -0.021 0.042 -0.084
O 1.770523 0.060735 -1.345161 0.252 -0.057 0.665
H 6.790569 -0.303914 -0.531681 0.002 0.002 -0.003
H 6.934748 -1.702912 1.500424 0.004 -0.001 0.000
H 4.865489 -2.277426 2.754681 0.006 0.003 0.006
H 2.691567 -1.442185 1.967615 0.047 0.033 -0.018
Cl 3.054395 5.572936 -1.268040 -0.004 0.005 0.001
C 3.808645 4.283416 -0.305485 0.012 -0.011 -0.045
Cl 2.625900 3.171182 0.373052 -0.004 0.033 0.058
H 4.352352 4.751522 0.505854 0.000 -0.006 0.000
H 4.463221 3.716883 -0.958239 -0.008 0.003 0.014
S 2.876002 -3.940178 -0.679533 0.008 -0.017 -0.006
C 2.211274 -3.920328 0.837769 0.076 -0.045 0.056
N 1.738921 -3.884553 1.906749 -0.037 0.021 -0.048
```
Forces are in eV/Å.

Summary:
net charge	-1
Kohn-Sham gap (spin up / spin down)	0.196 / 0.196	Ha
E_LUMO (spin up / spin down)	0.042 / 0.042	Ha


(4)
Computed, not measured: C19H20N6O2 in the gas phase, with wB97M-V/def2-TZVPD.

Geometry as XYZ:
```
47
Properties=species:S:1:pos:R:3:forces:R:3
C 1.111524 1.245603 -4.083318 -0.593 0.229 0.251
N -0.130507 0.647712 -4.595232 -1.283 0.597 -0.514
C -0.069398 -0.701500 -5.169715 -1.172 -0.167 0.771
C -1.313979 1.422330 -4.491158 1.977 -0.385 0.562
O -1.234616 2.599529 -4.215609 -0.066 0.168 0.097
C -2.702274 0.824771 -4.687049 -0.563 0.143 -0.565
N -2.968412 -0.362878 -3.873365 -0.658 -0.624 -0.382
N -3.848184 -1.324595 -4.265291 1.387 1.412 0.637
N -3.905427 -2.134401 -3.278807 -0.198 -1.366 0.567
C -3.066660 -1.703567 -2.297550 0.118 0.501 -0.175
C -2.845531 -2.369379 -0.968611 -0.133 0.222 0.259
N -1.681181 -1.858546 -0.225755 0.617 0.978 -0.803
C -1.106579 -2.521055 0.840825 -2.396 0.359 -0.116
O -1.560990 -3.597196 1.167618 0.509 -0.765 0.229
C -0.215879 -1.720142 1.708768 1.897 1.732 0.441
C 0.637970 -0.701686 1.187908 0.190 -0.781 1.619
C 1.458167 0.049112 2.055961 -1.066 -0.257 -0.587
C 1.342894 -0.053111 3.441052 0.411 -0.454 -0.561
C 2.095154 0.898600 4.289554 1.064 0.543 0.167
C 1.577595 1.377617 5.476726 -0.145 0.460 0.469
C 2.213983 2.390818 6.202914 0.251 -0.260 -0.130
C 3.425977 2.900698 5.778164 0.621 0.096 -0.578
C 4.027686 2.419244 4.589087 -0.505 -0.141 1.185
C 3.361261 1.419574 3.899478 -0.459 0.039 -0.315
C 0.533893 -1.074469 3.946243 -0.131 0.471 0.400
C -0.215428 -1.886225 3.117851 -0.703 -0.618 -1.149
N -2.519704 -0.560051 -2.628736 0.483 0.457 -1.052
H 1.075468 1.335502 -2.988918 -0.045 0.055 -0.227
H 1.963392 0.641680 -4.337672 0.140 -0.571 -0.164
H 1.315676 2.226908 -4.501465 -0.319 0.170 -0.035
H -0.277472 -1.431564 -4.377156 -0.034 -0.127 -0.131
H 0.925407 -0.934200 -5.523527 0.126 0.267 -0.350
H -0.829708 -0.867726 -5.965525 0.643 0.294 0.407
H -2.783173 0.599320 -5.777609 -0.265 -0.353 0.900
H -3.492603 1.592912 -4.451950 1.171 -0.574 -0.188
H -3.777462 -2.162733 -0.419894 0.258 -0.347 0.242
H -2.768278 -3.445030 -1.122378 0.056 0.057 0.180
H -1.383293 -0.891319 -0.401100 -0.427 -0.797 0.020
H 0.746455 -0.531565 0.136409 -0.090 -0.033 -0.487
H 2.117834 0.795340 1.640251 -0.022 0.082 -0.123
H 0.641173 1.010255 5.861986 -0.267 -0.117 -0.086
H 1.772628 2.765858 7.119088 -0.045 -0.078 -0.074
H 3.937325 3.669317 6.357710 -0.189 -0.150 -0.113
H 5.027887 2.779211 4.304187 -0.679 -0.233 -0.058
H 3.806896 1.056864 2.992790 0.162 -0.256 -0.278
H 0.462318 -1.169321 5.027453 -0.036 -0.215 -0.177
H -0.881820 -2.666517 3.505369 0.410 0.333 0.016
```
Forces are in eV/Å.

Summary:
Kohn-Sham gap	0.329	Ha
E_LUMO	0.007	Ha
structure (SMILES)	CN(C)C(=O)Cn1nnc(CNC(=O)c2ccc(-c3ccccc3)cc2)n1


For the records above, the corresponding largest force on an atom values read 0.07971 0.07915 0.01387 0.05069 hartree/bohr.